[1]
{"formula": "C4H4N2O", "method": "ωB97M-V/def2-TZVPD", "symbols": ["H", "N", "C", "N", "C", "C", "C", "O", "H", "H", "H"], "positions_angstrom": [[-2.481, -0.993, -0.388], [-2.213, -0.093, -0.173], [-0.931, -0.050, 0.072], [-0.182, -1.248, 0.288], [1.073, -1.230, -0.109], [1.793, 0.018, -0.145], [0.935, 1.215, 0.041], [-0.452, 1.304, 0.093], [1.575, -2.145, -0.135], [2.846, 0.201, -0.044], [1.222, 2.173, -0.141]], "forces_ev_per_angstrom": [[-0.7, -2.7, 0.0], [3.7, 2.8, 0.5], [-4.6, -0.2, -0.2], [0.9, 1.0, -2.0], [-1.4, 2.2, 2.3], [-4.0, 4.2, 0.6], [0.3, -4.4, -1.2], [3.2, -3.8, 0.4], [0.7, -1.4, -0.1], [0.2, -0.3, -0.5], [1.8, 2.5, 0.2]], "e_homo_ev": -8.942, "largest_force_ev_per_a": 5.834, "total_charge": 0, "total_energy_ev": -9237.6259, "smiles": "[H]/N=c1\\nccco1", "e_above_lowest_kj_mol": 276.1}


[2]
{"formula": "C4H4N2O", "method": "ωB97M-V/def2-TZVPD", "symbols": ["O", "C", "N", "C", "C", "N", "C", "H", "H", "H", "H"], "positions_angstrom": [[2.570, -0.557, -0.277], [1.671, 0.229, 0.033], [0.385, -0.087, 0.117], [-0.579, 0.851, -0.166], [-1.736, 0.158, -0.220], [-1.478, -1.209, -0.022], [-0.170, -1.296, -0.009], [1.946, 1.249, 0.380], [-0.356, 1.977, 0.291], [-2.591, 0.983, -0.303], [0.338, -2.298, 0.174]], "forces_ev_per_angstrom": [[-1.8, 1.3, 0.5], [5.4, -0.8, 0.1], [-0.2, 0.4, -1.2], [0.6, 3.4, 3.0], [-1.0, 2.9, 0.2], [-0.8, 0.7, -1.5], [-1.2, -3.1, 1.8], [-0.5, -0.2, -0.4], [-0.8, -3.1, -2.0], [0.7, -3.3, 0.2], [-0.4, 1.8, -0.5]], "e_homo_ev": -9.829, "largest_force_ev_per_a": 5.451, "total_charge": 0, "total_energy_ev": -9238.4012, "smiles": "O=Cn1ccnc1", "e_above_lowest_kj_mol": 201.3}